Entry 1:
23
Properties=species:S:1:pos:R:3:mulliken_charge:R:1 method="wB97M-V/def2-TZVPD" max_force_ev_per_a=11.7 charge=+4 homo_lumo_gap_ev="8.101 / 4.600" spin_multiplicity=8 lumo_ev="-14.313 / -18.374" molar_mass_g_mol=617.5
Ir -0.2536 -0.7869 -5.7992 1.02
Er 0.1941 -0.3538 -2.1806 1.49
Cl -1.3539 0.4292 -4.1006 -0.36
Cl 1.8630 -2.0395 -2.7911 -0.30
C -1.1291 -2.1074 -1.1352 0.32
C -0.5943 0.2538 -7.3013 0.38
C 0.3391 -2.1795 -6.8940 0.42
O -1.3926 -2.7009 -0.1623 -0.02
O -0.8031 0.7784 -8.3356 -0.12
O 0.6331 -2.9665 -7.7133 -0.10
N -0.1014 0.4364 -0.0421 -0.38
C 0.0058 0.5563 1.1286 0.14
C 0.1267 0.7474 2.5212 0.70
C -1.0414 0.9276 3.2869 -0.09
C -0.9463 1.2304 4.6338 -0.45
C 0.3109 1.2238 5.2549 -0.39
C 1.4798 0.9369 4.5191 -0.41
C 1.3809 0.6443 3.1635 -0.10
H -1.9951 0.7755 2.8041 0.47
H -1.8436 1.5448 5.1950 0.46
H 0.3918 1.3516 6.3628 0.42
H 2.4812 1.0085 5.0086 0.45
H 2.2481 0.2895 2.5768 0.45

Entry 2:
23
Properties=species:S:1:pos:R:3:mulliken_charge:R:1 method="wB97M-V/def2-TZVPD" max_force_ev_per_a=12.7 charge=+3 homo_lumo_gap_ev="5.465 / 4.353" spin_multiplicity=4 lumo_ev="-15.238 / -16.350" molar_mass_g_mol=309.5 relative_energy_kj_mol=413.2
O -1.0483 0.3335 5.2782 -0.12
C -0.4556 0.6195 4.3509 0.13
Mn 0.1618 -0.1520 -0.5506 -0.07
O -2.5720 -0.8776 -0.1318 -0.11
C -1.4632 -0.5523 -0.3912 0.42
C 0.9368 -0.0545 -2.3866 0.00
O 1.0618 -0.3476 -3.5346 -0.17
C 1.7346 0.9803 -1.6794 0.82
O 2.7921 1.4875 -1.4028 -0.04
C -0.2611 1.5617 -0.2963 0.44
O -0.5382 2.6495 -0.0691 -0.04
H 0.4077 -0.1018 0.9637 0.55
Cl 3.6985 -4.2708 -1.1762 0.16
C 2.3177 -3.7289 -0.3438 -0.04
C 1.6474 -4.5393 0.5743 -0.04
C 0.5713 -3.9961 1.2652 -0.72
C 0.1611 -2.6918 0.9934 0.02
N 0.7880 -1.9647 0.0425 -0.08
C 1.8909 -2.4102 -0.5834 -0.08
H 1.9823 -5.5671 0.7461 0.51
H 0.0876 -4.5603 2.0687 0.45
H -0.6180 -2.2567 1.6146 0.46
H 2.4451 -1.7027 -1.2079 0.55

Entry 3:
105
Properties=species:S:1:pos:R:3:mulliken_charge:R:1 method="wB97M-V/def2-TZVPD" max_force_ev_per_a=15.4 homo_lumo_gap_ev=8.464 lumo_ev=-0.178 molar_mass_g_mol=677.8
C 1.7035 -3.1806 0.4048 -1.66
C 0.3480 -2.4368 0.4597 0.11
Si -0.4485 -2.3828 -1.2686 -0.19
S -0.1467 -4.3138 -2.2200 -0.43
C -2.3241 -2.0970 -1.1800 0.12
C -2.7992 -1.6681 0.1980 -0.79
C -2.3636 -0.2223 0.5358 1.03
C -2.6672 0.2400 1.9688 -1.36
N -1.7286 1.2815 2.4632 -0.47
C 0.5739 -1.1040 -2.1745 0.54
C -0.0539 -0.1991 -3.2367 -1.50
C -0.7021 0.9588 -2.5064 0.01
C 0.2655 1.8972 -1.7705 -0.67
S 1.9118 1.9796 -2.4075 1.21
O 1.9643 2.5211 -3.7266 -0.65
O 2.6585 0.7634 -2.2229 -0.63
O 2.6432 3.0704 -1.4371 -0.43
H 1.5375 -4.2557 0.4246 0.37
H 2.1872 -2.9792 -0.5547 0.36
H 2.3721 -2.8630 1.2029 0.36
H -0.3222 -2.8931 1.1878 0.51
H 0.5390 -1.3919 0.7183 0.07
H -0.6389 -5.1348 -1.2798 0.04
H -2.7813 -3.0642 -1.4135 -0.36
H -2.7032 -1.4154 -1.9439 0.55
H -3.8809 -1.7010 0.2814 0.68
H -2.3790 -2.3291 0.9607 0.16
H -1.2903 -0.0688 0.3750 -0.61
H -2.8979 0.4526 -0.1434 0.27
H -2.7410 -0.6057 2.6503 0.43
H -3.6599 0.6993 1.9685 0.35
H -0.9212 0.8070 2.8440 0.25
H -1.4251 1.8643 1.6937 0.24
H 1.3776 -1.6433 -2.6838 0.44
H 1.0271 -0.4720 -1.4099 -0.66
H -0.8458 -0.7255 -3.7796 0.55
H 0.6646 0.0805 -4.0052 0.47
H -1.3299 0.5504 -1.7143 -0.41
H -1.3668 1.5122 -3.1695 0.43
H 0.3211 1.6549 -0.7073 0.26
H -0.0917 2.9253 -1.8338 0.88
H 2.2929 2.8783 -0.5428 0.28
O 2.0515 3.9218 1.3854 -0.81
H 1.4012 3.9806 2.0923 -0.16
H 2.5326 4.7552 1.4245 0.28
O -5.1881 -3.5227 0.9298 -0.59
H -4.6377 -4.3157 0.8832 0.28
H -5.1076 -3.2194 1.8397 0.29
O 5.4967 3.4490 -0.2338 -0.52
H 6.1938 3.9649 -0.6557 0.26
H 4.9253 3.2009 -0.9692 0.30
O -2.9817 -5.6445 0.5418 -0.57
H -2.8589 -5.3414 -0.3674 0.24
H -2.7207 -6.5705 0.5280 0.29
O -4.3144 -8.4308 0.8220 -0.58
H -3.7195 -8.5787 1.5636 0.30
H -5.1927 -8.4569 1.2208 0.31
O -4.6942 3.1919 2.1983 -0.71
H -3.8845 2.6824 2.3446 0.35
H -4.6330 3.4749 1.2793 0.34
O 7.3651 4.0927 -2.6229 -0.55
H 7.7799 4.6367 -3.3008 0.28
H 7.4154 3.1917 -2.9566 0.28
O 0.4783 4.9837 -1.3093 -0.66
H 1.3634 4.6008 -1.3677 0.31
H 0.5160 5.6050 -0.5774 0.29
O 0.7929 2.9407 2.2846 -0.40
H 1.7248 2.8760 2.0356 0.54
H 0.7360 3.8367 2.6275 0.58
O -4.5856 -0.0901 4.4831 -0.61
H -4.2896 0.8182 4.3608 0.31
H -5.4993 -0.0104 4.7734 0.31
O 3.0311 -0.3948 0.7583 -0.50
H 3.5338 -1.1843 0.5347 0.27
H 2.9701 0.0848 -0.0919 0.18
O 7.7866 5.9539 1.1314 -0.64
H 8.4219 5.3095 1.4686 0.32
H 7.2320 5.4363 0.5419 0.30
O -5.3323 -1.6710 -1.8732 -0.49
H -6.2014 -1.6495 -1.4585 0.25
H -5.4440 -1.1749 -2.6910 0.25
O 4.1709 0.2977 3.5420 -0.64
H 4.9137 0.8158 3.2339 0.29
H 3.6968 0.0489 2.7426 0.32
O -4.8606 -4.9350 -2.1481 -0.58
H -5.3905 -4.7602 -1.3613 0.30
H -4.6681 -4.0550 -2.4931 0.25
O 3.4106 4.3844 2.3083 -0.52
H 4.1674 3.9927 1.8517 0.26
H 3.6923 4.4700 3.2238 0.25
O -6.9845 -9.6466 1.4116 -0.66
H -7.8591 -9.6358 1.8122 0.32
H -7.1093 -9.2565 0.5386 0.33
O 9.9838 4.0820 0.6839 -0.62
H 10.4043 4.6087 -0.0028 0.32
H 10.0263 3.1777 0.3590 0.31
O -4.5775 -8.1043 -2.6872 -0.62
H -4.5219 -7.2432 -2.2544 0.30
H -3.7117 -8.4994 -2.5544 0.30
O 6.7477 6.5988 -4.0878 -0.63
H 7.2163 7.3163 -3.6496 0.32
H 5.8183 6.8330 -4.0082 0.31
O -3.0971 5.6230 2.8946 -0.65
H -2.2372 5.3810 3.2495 0.29
H -3.5729 4.7836 2.8124 0.37

Entry 4:
24
Properties=species:S:1:pos:R:3:mulliken_charge:R:1 method="wB97M-V/def2-TZVPD" max_force_ev_per_a=5.0 charge=+2 homo_lumo_gap_ev=6.826 lumo_ev=-8.084 molar_mass_g_mol=371.5
O -0.0408 -0.2889 -3.8769 -0.16
C 0.0277 0.1449 -2.8213 0.24
Ba 0.1093 0.6629 1.0980 2.11
O 1.2611 -2.3039 -1.3642 0.01
C 1.1801 -1.4410 -0.6033 -0.07
C -1.5433 1.9508 -0.9409 -0.09
O -2.2936 2.5514 -1.5603 0.02
C -1.4654 -1.0793 -0.6007 -0.08
O -1.7706 -1.8734 -1.3709 0.02
C 1.9852 1.5209 -0.9628 -0.08
O 2.8598 1.9347 -1.5725 0.01
N -0.2434 -2.3164 3.8946 -0.36
C -0.1175 -1.0949 4.4688 0.64
C -0.0833 -0.9117 5.8665 -0.64
C 0.0296 0.3902 6.3738 -0.28
C 0.1044 1.4528 5.4622 -0.77
C 0.0625 1.1975 4.0922 0.47
N -0.0394 -0.0607 3.5900 -0.42
H -0.2658 -2.4251 2.8882 0.04
H -0.3090 -3.1443 4.4594 0.21
H -0.1459 -1.8138 6.4856 0.33
H 0.0551 0.5580 7.4594 0.42
H 0.1932 2.4867 5.8014 0.39
H 0.1085 2.0054 3.3381 0.02

Entry 5:
20
Properties=species:S:1:pos:R:3:mulliken_charge:R:1 method="wB97M-V/def2-TZVPD" max_force_ev_per_a=0.6 homo_lumo_gap_ev=8.932 smiles="ClC1(Cl)C=Cc2ccccc2C1(Cl)Cl" lumo_ev=-0.156 molar_mass_g_mol=268.0 relative_energy_kj_mol=0.0
Cl 1.6578 -3.2138 1.0808 -0.12
C 1.7444 -2.7124 -0.6583 0.41
Cl 2.8259 -3.8367 -1.4988 -0.12
C 0.3608 -2.7705 -1.2067 -0.84
C -0.4659 -1.7402 -1.0322 -0.69
C -0.0446 -0.5345 -0.3437 1.02
C -0.9711 0.4037 0.1018 -0.74
C -0.5565 1.5389 0.7735 -0.52
C 0.7924 1.7558 0.9967 -0.75
C 1.7301 0.8397 0.5468 -0.45
C 1.3210 -0.3093 -0.1072 -0.10
C 2.2955 -1.2917 -0.6902 0.68
Cl 2.5040 -0.8366 -2.4284 -0.12
Cl 3.8900 -1.2392 0.0769 -0.14
H 0.0596 -3.6938 -1.6726 0.45
H -1.4865 -1.7884 -1.3796 0.39
H -2.0212 0.2299 -0.0795 0.41
H -1.2849 2.2569 1.1184 0.40
H 1.1219 2.6421 1.5165 0.39
H 2.7810 1.0174 0.7114 0.42

Entry 6:
19
Properties=species:S:1:pos:R:3:mulliken_charge:R:1 method="wB97M-V/def2-TZVPD" max_force_ev_per_a=4.1 homo_lumo_gap_ev=8.534 lumo_ev=-0.339 molar_mass_g_mol=304.5 relative_energy_kj_mol=0.0
C -1.8743 -0.1486 0.4260 -0.09
C -2.8295 0.4413 1.1006 -0.86
C 2.7396 1.4661 -0.3734 -0.56
C 2.4487 0.6065 -1.4017 -0.23
C 1.7924 1.6188 0.6336 -0.28
C 1.1775 -0.1057 -1.4160 -0.71
C 0.6106 0.9298 0.7155 -0.69
C 0.3035 0.0842 -0.3679 1.05
C -2.1218 -4.6274 0.5109 0.13
C -0.9460 -0.6432 -0.3341 0.53
O -2.5723 -3.9819 1.3225 -0.13
Cl -0.9782 -2.1875 -1.0166 -0.22
I -4.3383 1.4301 -0.0802 0.01
H 3.7491 1.9823 -0.2881 0.30
H 2.9909 0.2809 -2.3440 0.26
H 2.1813 2.2139 1.4108 0.37
H 1.0405 -0.8943 -2.0765 0.40
H -0.2024 1.1353 1.4475 0.24
H -3.1713 0.3992 2.1309 0.48